1.
The following is a DFT calculation (ωB97M-V with the def2-TZVPD basis set) of 21 unconnected molecules or ions with the total composition H41O21 at a distorted geometry.

Each line ends with the Löwdin charge.
Element x y z (Å)
O 4.17267 -2.68929 0.99864  -0.04
O -1.94973 3.11442 2.56196  -0.05
O 0.34248 -1.31102 -2.03443  -0.30
O -1.01588 -1.68692 3.53047  -0.18
O -2.06034 -2.32282 -2.32733  -0.22
O 0.88773 3.02398 1.05046  -0.09
O -3.11471 2.55459 -0.47121  -0.06
O -2.92626 -1.58218 -0.13148  -0.14
O 1.72218 0.72290 -1.54251  -0.17
O 1.55801 -1.85667 1.12454  -0.02
O 4.50357 2.39497 -0.94483  -0.06
O -1.21663 -0.37876 1.13383  -0.11
O 3.13465 0.28046 0.51771  -0.11
O 3.14643 -0.90635 -3.19710  -0.06
O -0.34326 4.04761 -3.37815  -0.06
O -2.54485 -4.00693 0.16639  -0.07
O 0.78767 0.34851 3.27327  -0.01
O -2.87303 0.33000 -2.27360  -0.06
O -4.33687 -0.26463 1.51373  -0.12
O 1.49243 2.60027 4.32135  -0.04
O 1.31567 -3.27784 -3.33836  -0.10
H -2.71254 2.99074 3.09427  0.02
H 0.61748 -1.68876 -1.24931  -0.06
H 0.41921 -0.50432 3.35237  -0.02
H -2.49146 -3.31254 0.81830  0.01
H -3.22451 -3.83934 -0.54084  0.07
H 3.97883 2.05683 -0.23996  -0.03
H -2.32197 -0.46450 -2.27239  -0.01
H 2.42252 -1.69221 0.79464  -0.03
H 2.70932 0.43529 -0.40499  0.00
H 1.81045 1.29451 -2.31694  0.05
H -1.76156 -3.15925 -2.82995  0.10
H -1.14581 3.72659 -2.98854  0.01
H 3.63331 -0.18959 -2.88295  -0.02
H 1.37363 3.76551 0.62297  0.06
H 1.39475 -1.16641 1.73474  -0.01
H -1.72624 -1.10039 3.89003  0.04
H 3.51213 -2.28709 1.46161  -0.07
H -1.25312 -1.51854 -2.25315  0.09
H 1.47637 2.61770 3.37834  -0.02
H -2.23743 -2.18480 -0.46448  0.02
H -2.45118 2.47001 0.19696  -0.02
H -3.98373 -1.16595 1.64569  0.03
H 2.49598 -1.02633 -2.42327  0.05
H 1.05790 0.02821 -2.05983  0.06
H -1.22872 -1.28013 2.49122  0.09
H -1.93467 0.32306 0.94328  0.08
H 1.18630 -2.32731 -3.27132  -0.03
H -2.72124 0.88663 -3.07346  0.09
H 2.68383 1.03170 0.94590  0.03
H -3.91194 0.15303 0.63437  0.08
H 4.13454 1.95585 -1.75479  0.04
H 1.54487 1.68137 4.47050  -0.01
H 0.30006 1.00827 2.89098  -0.02
H 3.83248 -3.64656 1.02277  0.10
H -1.19268 -1.12890 0.43582  0.09
H 2.26719 -3.28938 -3.11773  0.03
H -3.06342 1.67272 -0.91858  0.00
H 0.41967 2.72818 0.17501  0.09
H -1.17992 3.30170 3.14655  0.05
H -3.26077 -1.10213 -0.84823  0.00
H -0.14987 4.81228 -2.78897  0.05

- total charge = -1
- gap between HOMO and LUMO (eV) = 8.6
- calculated total energy (hartree) = -1604.5502
- LUMO (eV) = 1.89

=====

2.
The following is a DFT calculation (ωB97M-V with the def2-TZVPD basis set) of 21 unconnected molecules or ions with the total composition H42O21 at a distorted geometry.

Each line ends with the Löwdin charge.
Element x y z (Å)
O 4.16540 -3.08851 -0.29603  0.03
O -4.00953 -2.25714 0.42496  -0.02
O -0.73817 2.56349 -0.57893  -0.08
O 1.73618 -0.83495 0.75963  -0.10
O -2.81739 4.32604 -0.85726  -0.04
O -1.38013 -1.85628 -0.28759  -0.01
O 1.17533 -3.31011 1.66226  -0.01
O -2.10530 1.55867 1.83726  -0.08
O -0.16672 3.38726 -4.16631  -0.03
O -0.49329 -0.92572 3.40610  0.00
O 0.88053 -0.14002 -3.26405  -0.05
O 0.77273 -4.54364 -1.09986  -0.03
O 2.14913 -1.99739 -1.43954  -0.11
O 0.68667 1.65434 4.86524  0.00
O -3.15237 0.51699 -0.57291  0.01
O -3.10944 2.22150 -2.42449  -0.10
O 2.55159 0.73314 2.81040  -0.10
O 1.66466 4.09816 -0.36106  -0.08
O 1.61292 -1.96221 4.34304  -0.06
O -1.67192 -2.31500 -2.97466  -0.06
O 2.58332 2.03555 -1.88901  0.01
H 0.91737 4.59805 0.08227  0.10
H 2.03893 2.68106 -1.58543  -0.07
H 0.71168 -3.34613 0.87144  -0.05
H -1.02078 3.58310 -3.90551  -0.02
H 3.33184 2.51176 -2.21104  0.05
H -2.14241 3.83003 -1.02450  -0.15
H -2.95612 1.30510 -2.58789  0.01
H -2.73710 2.20206 1.49279  0.02
H -2.71273 1.13942 -0.23020  -0.13
H -0.56726 0.00689 3.51574  0.00
H 0.95927 0.88371 5.39139  0.07
H -3.49146 3.61322 -0.50691  0.10
H 3.13826 -1.91794 -1.68090  0.12
H 1.92355 -1.39625 3.69974  -0.05
H -0.16632 2.61595 -4.77744  0.06
H 0.13587 2.97408 -0.46092  0.01
H 0.68963 -3.78908 2.31016  0.04
H 0.76811 -1.07046 0.45647  0.09
H 1.81746 1.20443 3.09466  -0.06
H 2.46042 -2.47967 4.45997  0.09
H 3.90047 -3.26233 0.53045  -0.02
H -0.66738 -1.31107 4.19007  -0.02
H 0.09622 -0.06889 -2.66233  0.05
H 0.13053 -3.73759 -0.89349  0.08
H 2.20116 -1.10788 -0.03527  -0.02
H -1.50322 -1.76284 0.59890  0.00
H 1.44356 0.43491 -2.74915  0.00
H -0.64350 2.29765 -1.56946  0.10
H -4.14329 2.24381 -2.31143  0.12
H -0.09269 1.92516 5.19131  -0.02
H -4.15178 -2.17782 1.41848  0.11
H 3.51165 -3.40043 -0.88140  0.00
H -0.96538 -1.78526 -2.47705  0.04
H 2.19115 -0.09059 2.26410  0.05
H -1.23946 1.99408 1.48344  0.08
H -4.67382 -1.67403 0.20456  0.00
H 1.46510 -4.02984 -1.22992  -0.11
H 1.88696 -1.56523 -2.30010  0.07
H -2.17953 -2.30767 -0.48996  0.01
H -1.54791 -2.26362 -3.90492  0.02
H -2.91597 -0.41512 -0.47796  0.03
H 2.12528 4.00195 0.51950  0.11

- total charge = 0
- gap between HOMO and LUMO (eV) = 9.9
- calculated total energy (hartree) = -1605.0344
- LUMO (eV) = -0.22

=====

3.
The following is a DFT calculation (ωB97M-V with the def2-TZVPD basis set) of 21 unconnected molecules or ions with the total composition H43O21 at a distorted geometry.

Each line ends with the Löwdin charge.
Element x y z (Å)
O 4.28073 0.98567 -0.85436  -0.07
O -3.69285 3.13035 -1.02938  -0.02
O 4.56276 -1.20343 0.58887  -0.03
O 1.38369 -2.34620 -2.78381  -0.07
O 1.39441 0.78336 0.53063  -0.05
O -0.04764 -1.63855 -0.22610  -0.08
O 4.76328 1.77522 1.90647  -0.04
O 0.03600 -1.88227 2.67386  -0.08
O 3.62097 -0.34186 -3.14610  -0.04
O -1.04967 5.26801 -0.51260  -0.02
O 2.66840 -2.89860 1.66463  -0.01
O -3.93814 -2.16898 1.31375  -0.04
O -2.89308 2.08672 2.23711  -0.05
O -1.50593 1.94190 -0.48418  -0.07
O -1.99008 -3.60969 -0.16164  -0.06
O 2.47656 1.94627 2.96841  -0.04
O -1.57704 -1.94772 -2.42626  -0.05
O -4.30166 -0.74227 -0.94020  -0.04
O -1.63942 0.09592 1.49534  -0.08
O 0.97468 1.05189 -2.52019  0.00
O -4.40738 1.28909 0.50413  0.02
H 4.56264 0.25742 -0.25308  -0.01
H 3.81851 -0.22838 -4.07303  0.06
H -3.94579 2.18009 0.03666  0.09
H 4.75177 1.45662 0.99845  0.00
H 2.28577 -1.99987 -2.72974  0.01
H -4.98347 -1.16173 -1.47811  0.09
H -0.22406 5.18431 -0.98298  0.05
H 0.23341 1.39400 -3.00039  0.05
H -1.72348 -3.44843 -1.07984  0.02
H -1.40607 1.11974 -1.03118  0.08
H -4.05291 -1.46356 -0.30679  0.04
H -2.82781 3.59972 -0.83804  0.08
H 0.56312 -1.81859 0.49393  0.01
H 4.02411 -2.01372 0.58049  0.04
H -0.96296 0.61869 1.92880  0.04
H 3.31904 1.69764 3.27718  0.00
H -0.88857 -2.10279 -0.11149  -0.01
H 4.63534 0.92228 -1.72752  0.02
H 4.70616 0.93347 2.34867  0.03
H -1.41480 -2.66932 -3.05050  0.06
H 1.97292 1.97046 3.78841  0.06
H 2.97997 -3.75776 1.48001  0.06
H -4.13496 0.63064 -0.24931  0.07
H -0.81154 -2.10344 2.12046  0.08
H 0.50405 -2.71347 2.76132  0.02
H -1.31326 -1.19251 -2.94282  0.04
H -0.60901 2.31147 -0.47882  0.05
H 1.64351 1.35135 1.28472  0.02
H -1.07617 4.94452 0.37541  0.03
H -4.25431 -3.03582 1.54469  0.06
H -4.57444 -1.48346 1.56515  0.07
H 2.94743 0.25792 -2.82435  0.01
H 5.45602 -1.22502 0.28526  0.06
H 0.87115 0.56576 -1.73629  -0.02
H 2.08690 0.98764 -0.11236  0.02
H 2.43284 -2.06033 1.30162  0.02
H -3.85662 1.20072 1.45157  0.14
H -2.65719 2.85698 2.79462  0.11
H -2.09766 1.92406 1.69249  0.03
H 1.51197 -3.30171 -2.81428  0.04
H -3.78575 2.96343 -1.97574  0.10
H -1.79788 -4.57615 -0.18202  0.09
H -1.02647 -0.54771 1.07041  0.01

- total charge = +1
- gap between HOMO and LUMO (eV) = 10.5
- calculated total energy (hartree) = -1605.4987
- LUMO (eV) = -2.54

=====

4.
The following is a DFT calculation (ωB97M-V with the def2-TZVPD basis set) of 24 unconnected molecules or ions with the total composition H48O24 at a distorted geometry.

Each line ends with the Löwdin charge.
Element x y z (Å)
O 14.15980 10.71938 -29.34307  -0.04
O 9.65140 7.55291 -21.08638  -0.04
O 17.73299 10.94194 -22.23825  -0.06
O 13.83541 11.13463 -23.98646  -0.03
O 8.59865 8.91038 -23.36152  -0.02
O 16.20093 14.23069 -25.09218  -0.05
O 13.29777 13.85645 -24.47352  -0.05
O 12.19136 9.63990 -20.97978  -0.03
O 11.76649 7.82596 -23.58548  -0.05
O 16.16463 6.21732 -22.87882  -0.06
O 11.26094 13.00715 -21.82189  -0.06
O 10.63989 10.58596 -22.90006  -0.06
O 16.74735 9.98224 -28.42108  -0.02
O 18.21384 12.74313 -26.25283  -0.03
O 14.02571 7.22541 -24.75071  -0.04
O 16.58805 7.03516 -25.75103  -0.02
O 11.57257 10.16570 -28.26179  -0.06
O 15.15567 15.33035 -27.26332  -0.06
O 8.24871 12.27010 -24.61804  -0.04
O 12.74912 6.26591 -21.24628  -0.04
O 15.27616 11.75726 -21.83156  -0.04
O 19.59861 10.35703 -25.22108  -0.03
O 15.58911 9.96052 -25.55469  -0.02
O 15.81196 8.50506 -21.57793  -0.02
H 8.48023 8.11999 -23.88830  0.08
H 12.61577 7.92891 -24.01484  -0.02
H 12.36436 10.16418 -28.79966  -0.02
H 17.44300 10.54358 -28.76342  0.07
H 13.10495 10.51614 -23.97419  0.07
H 12.14891 5.54738 -21.04704  0.04
H 15.94130 9.59470 -26.36608  0.02
H 18.51093 11.84254 -26.12284  0.00
H 7.79891 9.41641 -23.50491  0.08
H 11.05248 10.16775 -22.14436  -0.02
H 13.42095 12.91018 -24.39844  -0.02
H 16.31694 6.46106 -26.46738  0.08
H 15.98979 10.82730 -25.48845  0.05
H 14.79712 7.37561 -25.29714  0.00
H 15.06426 10.44292 -29.19563  -0.01
H 8.26316 12.24765 -25.57486  0.03
H 14.34855 6.69924 -24.01917  0.03
H 14.18146 14.20488 -24.59143  -0.01
H 14.71226 11.44918 -22.54103  -0.01
H 12.65291 6.40473 -22.18846  0.00
H 16.82221 14.38845 -24.38129  0.08
H 9.34087 8.07062 -21.82919  -0.02
H 11.15507 8.30478 -24.14505  0.04
H 17.18098 9.14962 -28.23416  0.05
H 19.13129 9.74262 -24.65509  0.04
H 15.49923 8.75882 -20.70957  0.07
H 17.27247 7.58608 -26.13091  0.05
H 17.43840 10.22134 -22.79521  0.00
H 9.15937 12.12599 -24.36082  0.02
H 11.14580 12.17733 -22.28487  -0.04
H 12.09344 13.34987 -22.14704  0.00
H 20.41905 9.91176 -25.43290  0.05
H 18.98727 13.20707 -26.57344  0.06
H 15.34536 14.93578 -26.41211  -0.04
H 14.67462 12.15625 -21.20292  0.07
H 11.05870 10.90212 -28.59322  0.03
H 14.20133 11.67547 -29.36305  0.05
H 14.42227 10.79949 -24.66433  0.00
H 12.87992 9.93070 -20.38182  0.06
H 16.32995 6.55748 -23.75813  -0.02
H 9.87949 10.03732 -23.09250  -0.02
H 15.65651 9.27589 -22.12371  0.02
H 15.99374 15.31809 -27.72562  0.02
H 10.31410 6.97158 -21.45935  0.00
H 12.12191 8.69772 -20.82577  0.03
H 16.92796 11.39243 -21.98287  -0.03
H 16.65997 13.63490 -25.68426  0.01
H 16.11808 6.99657 -22.32488  -0.03

- total charge = 0
- gap between HOMO and LUMO (eV) = 8.6
- calculated total energy (hartree) = -1834.5504
- LUMO (eV) = -1.34

=====

5.
The following is a DFT calculation (ωB97M-V with the def2-TZVPD basis set) of 24 unconnected molecules or ions with the total composition H48O24 at a distorted geometry.

Each line ends with the Löwdin charge.
Element x y z (Å)
O 2.22691 -0.22031 0.28781  -0.04
O 3.29833 -1.47461 -3.87947  -0.06
O -2.07010 2.65203 4.31201  -0.07
O 1.76333 3.08259 2.23792  -0.05
O -0.33492 -0.44269 -0.52082  -0.06
O -2.29673 -0.57625 4.45728  -0.03
O 3.00208 2.99045 -2.05983  -0.04
O 0.41036 2.18456 -1.30701  -0.05
O -0.18269 1.21302 2.52112  -0.05
O -1.44667 3.77731 0.26823  -0.03
O -5.07868 -1.29382 -1.32719  -0.04
O -0.06264 -1.54436 -3.69937  -0.04
O 5.31484 -1.25846 -1.76607  -0.04
O -5.10133 0.09028 1.47352  -0.05
O 0.79165 -0.18760 -6.28677  -0.05
O 1.20553 -0.07765 4.44062  -0.03
O 4.27375 1.11916 -0.33758  -0.02
O -4.51960 1.44739 3.89581  -0.04
O -2.70001 -1.52502 -2.87626  -0.02
O -1.55255 -1.53495 1.69143  -0.02
O 2.53003 1.18483 -3.87772  -0.05
O -4.16820 -2.39206 2.46849  -0.03
O 1.76229 -3.66646 -3.37708  -0.07
O 3.80545 -1.74912 2.44049  -0.04
H -0.84512 0.52325 2.48064  0.02
H 2.13506 0.11948 4.32513  0.06
H 1.04487 2.46938 2.39289  -0.03
H 3.16839 -2.40776 2.71723  0.04
H 0.43274 1.27480 -1.01025  0.00
H -1.11018 3.89780 1.15621  0.04
H -1.00359 4.44947 -0.24957  0.05
H -2.98995 2.42006 4.18430  -0.03
H -4.23453 -1.45806 -1.74751  -0.01
H -4.79299 -2.74002 3.10472  0.06
H 1.85648 1.67888 -4.34513  0.05
H -2.66793 -1.11563 5.15551  0.05
H 0.88984 -3.27347 -3.35208  -0.01
H 2.82210 1.77518 -3.18315  -0.03
H 1.15157 -0.48095 5.30702  0.06
H -0.82154 -0.69412 0.26418  -0.01
H 0.13077 -1.42706 -2.76928  0.03
H 2.85821 -1.82806 -4.65251  0.05
H 2.06871 3.08394 -1.86926  0.01
H 0.49689 0.85972 3.09522  0.00
H 0.55316 -0.29727 -5.36626  -0.01
H 4.81771 1.00994 0.44243  0.09
H 2.96770 0.20711 -0.14205  -0.03
H -4.60282 -1.62212 2.10172  0.00
H 0.10954 -0.65521 -6.76875  0.03
H -4.41951 0.98893 3.06152  0.00
H 4.60581 -2.24589 2.27056  0.05
H 2.62145 -0.72939 0.99592  0.01
H -1.12965 -2.20469 2.22886  0.07
H -1.58661 1.86742 4.05345  -0.02
H 5.89453 -1.17987 -2.52370  0.05
H 3.36296 2.55829 -1.28572  0.01
H 2.36042 -2.93185 -3.23991  -0.02
H -2.48883 -1.71488 1.77653  0.02
H -0.29566 2.58515 -0.79976  0.00
H -1.01697 -1.60616 -3.74011  0.01
H -1.89153 -1.20389 3.85885  0.00
H -4.77882 0.76503 4.51502  0.05
H -2.91658 -2.17438 -3.54533  0.07
H 3.11926 -0.53481 -3.91006  0.00
H 0.57119 -0.68451 -0.32921  0.00
H -5.26005 -0.50273 0.73909  0.02
H -5.10688 0.96380 1.08217  0.07
H -5.43820 -0.54119 -1.79679  0.05
H -2.17630 -2.00610 -2.23554  0.06
H 1.43499 3.66982 1.55704  0.02
H 4.77985 0.71393 -1.04177  0.05
H 4.44931 -1.41942 -2.14181  0.01

- total charge = 0
- gap between HOMO and LUMO (eV) = 9.4
- calculated total energy (hartree) = -1834.5760
- LUMO (eV) = -0.40